Entry 1:
A 2-piece molecular cluster, C8H20Br2N2O overall. Source: OMol25; level of theory: ωB97M-V with the def2-TZVPD basis set.

```
33
C8H20Br2N2O | OMol25 | ωB97M-V with the def2-TZVPD basis set
C 0.00020 -1.30433 4.18010
C 0.32037 -1.85984 2.79605
N -0.82796 -1.89984 1.89605
C -1.14902 -0.71555 1.08847
C -1.84161 0.40479 1.89594
N -1.00856 1.59433 2.10249
C 0.01701 -0.18102 0.25833
O 0.48303 -1.25301 -0.53222
C 1.54452 -0.88569 -1.37941
H -0.88764 -1.79416 4.58558
H -0.18391 -0.22992 4.17797
H 0.83712 -1.48208 4.86063
H 0.66153 -2.89126 2.91362
H 1.17188 -1.31229 2.36448
H -0.69129 -2.66444 1.25022
H -1.87350 -1.08475 0.35771
H -2.72209 0.73737 1.34039
H -2.20173 -0.04684 2.82827
H -0.25998 1.41413 2.75898
H -1.56429 2.33585 2.50965
H -0.33694 0.63794 -0.38516
H 0.82609 0.22877 0.87521
H 1.63712 -1.64387 -2.15655
H 1.34401 0.07700 -1.86242
H 2.49129 -0.81076 -0.82693
Br 2.61646 1.01915 -4.68379
C 1.02446 1.93682 -5.31601
C -0.05682 2.00905 -4.26811
Br -0.87842 0.28577 -3.91728
H 0.69403 1.40743 -6.20421
H 1.34430 2.94074 -5.58509
H -0.85808 2.66258 -4.60517
H 0.32843 2.36794 -3.31779
```

As for the highest occupied orbital energy: -8.58 eV. Its structure (SMILES) is CCN[C@@H](CN)COC.BrCCBr. The electronic energy is -153732.3419 eV. The calculation puts the LUMO energy at 0.65 eV. The HOMO-LUMO gap comes out at 9.23 eV. The energy relative to the best compared isomer or geometry (same formula, charge and spin) comes out at 0.0 kJ/mol.



Entry 2:
C8H20ClLuPr as an isolated structure in a non-equilibrium geometry. Source: OMol25; level of theory: ωB97M-V with the def2-TZVPD basis set.

```
31
C8H20ClLuPr | OMol25 | ωB97M-V with the def2-TZVPD basis set
Pr -2.91998 -1.19142 -0.54939
Cl -2.27423 1.36153 -0.16498
C -3.22835 -2.02349 1.65124
C -4.73164 -0.45649 -1.84020
H -4.12483 -2.65651 1.62881
H -2.37529 -2.62128 1.99681
H -3.38531 -1.18563 2.34075
H -5.52592 -1.20722 -1.84105
H -4.40728 -0.25522 -2.86699
H -5.08908 0.47560 -1.39201
Lu 0.68661 0.45041 -0.85465
C 1.07560 1.62024 -2.72578
C 0.08638 -1.62570 -1.19187
H 0.88304 0.96321 -3.58286
H 0.41634 2.49126 -2.82053
H 2.11241 1.96503 -2.77961
H -0.27820 -2.05418 -2.13926
H -0.10532 -2.44791 -0.45251
C 2.83222 -0.22168 0.21578
C 2.25324 0.39783 1.50630
C 3.38732 1.05333 2.32576
C 1.10354 1.39318 1.19906
H 3.04218 0.56149 -0.56234
H 2.13540 -1.01035 -0.22649
H 3.77224 -0.76346 0.41370
H 1.84078 -0.42108 2.13134
H 3.83537 1.89441 1.77043
H 3.00994 1.43157 3.27610
H 4.18078 0.30985 2.53408
H 0.30280 1.36922 1.94624
H 1.48924 2.40346 1.05411
```

As for the highest occupied orbital energy (alpha / beta): -3.07 / -3.06 eV. The electronic energy is -68829.0556 eV. As for the multiplicity: 3. The calculation puts the LUMO energy (alpha / beta) at 2.35 / 2.35 eV. The HOMO-LUMO gap (alpha / beta) comes out at 5.42 / 5.41 eV. Its charge is -1. The expectation value of S² is 2.00.



Entry 3:
C8H20ClMnOTi as an isolated structure in a non-equilibrium geometry. Source: OMol25; level of theory: ωB97M-V with the def2-TZVPD basis set.

```
32
C8H20ClMnOTi | OMol25 | ωB97M-V with the def2-TZVPD basis set
Ti 1.38445 -2.54944 -2.91574
Cl 0.81225 -2.05786 -4.92829
C 0.03613 -3.31281 -1.72596
C 3.25796 -3.14978 -2.61481
H 0.57215 -4.25676 -1.52252
H -0.17521 -2.70872 -0.82194
H -0.80190 -3.37543 -2.43978
H 3.10654 -4.09002 -2.06779
H 3.93426 -2.47962 -2.05364
H 3.62561 -3.30695 -3.62973
Mn 0.75864 0.35105 -0.53730
C 0.59067 2.17258 1.07908
C 2.53042 1.27934 -1.25615
H 1.47545 1.96845 0.43488
H 0.11469 3.12949 0.78608
H 0.89245 2.18995 2.13094
H 2.39136 1.60795 -2.57127
H 3.39254 0.35739 -1.35779
C -1.38858 1.57645 3.14015
C -1.63977 1.28107 1.67870
C -2.36976 -0.03838 1.51656
C -2.43399 2.40656 1.04380
O -0.38324 1.10415 0.95226
H -2.35651 1.57292 3.65630
H -0.93383 2.56123 3.29220
H -0.76130 0.80939 3.61558
H -3.32837 0.00935 2.03812
H -2.56420 -0.26859 0.46038
H -1.78594 -0.85916 1.95200
H -1.97380 3.38288 1.22485
H -2.54575 2.26782 -0.03870
H -3.43344 2.42551 1.47954
```

As for the highest occupied orbital energy (alpha / beta): -1.72 / -1.13 eV. The electronic energy is -77618.1939 eV. As for the multiplicity: 6. The calculation puts the LUMO energy (alpha / beta) at 2.55 / 2.52 eV. The HOMO-LUMO gap (alpha / beta) comes out at 4.27 / 3.66 eV. The energy relative to the best compared isomer or geometry (same formula, charge and spin) comes out at 352.0 kJ/mol. Its charge is -1. The expectation value of S² is 9.15.



Entry 4:
A 2-piece molecular cluster, C8H20ClNO overall in a non-equilibrium geometry. Source: OMol25; level of theory: ωB97M-V with the def2-TZVPD basis set.

```
31
C8H20ClNO | OMol25 | ωB97M-V with the def2-TZVPD basis set
C 1.13829 2.69194 0.59858
C 0.90329 1.08894 0.51358
N -0.26671 0.60994 -0.34842
C -1.55771 0.99294 0.22758
C -0.30171 1.27494 -1.68142
C 0.94429 0.92694 -2.59542
C -0.23471 -0.85206 -0.57042
C -0.45871 -1.80206 0.67658
O -0.12771 -3.11806 0.25858
C -0.09871 -4.10606 1.28458
H 2.07429 2.94994 1.16958
H 0.25329 2.83994 1.34458
H 1.35629 3.28894 -0.27442
H 0.77929 0.79094 1.47258
H 1.94729 0.90694 0.05758
H -1.61171 0.61994 1.14258
H -2.48371 0.58794 -0.20042
H -1.70171 1.94494 0.27058
H -0.32971 2.30494 -1.73942
H -1.07871 0.85594 -2.08842
H 1.87129 1.29094 -2.23542
H 0.79829 1.44094 -3.54942
H 1.24329 -0.13806 -2.75842
H 0.57229 -1.18606 -0.72342
H -1.03771 -1.36006 -1.24942
H -1.50471 -1.83506 1.02658
H 0.15529 -1.47806 1.48358
H 0.48229 -3.81806 2.14958
H 0.17429 -5.06006 0.84758
H -0.97171 -4.12206 1.66758
Cl -0.92771 1.46794 3.82258
```

As for the highest occupied orbital energy: -7.05 eV. The electronic energy is -24674.1233 eV. The calculation puts the LUMO energy at 0.14 eV. The HOMO-LUMO gap comes out at 7.19 eV. The energy relative to the best compared isomer or geometry (same formula, charge and spin) comes out at 418.1 kJ/mol.